Run i
{
  "formula": "H80O40",
  "method": "ωB97M-V/def2-TZVPD",
  "molar_mass_g_mol": 720.6,
  "homo_lumo_gap_ev": [1.99, 9.73],
  "spin_multiplicity": 2,
  "total_charge": -1,
  "e_lumo_ev": [1.6, 1.5],
  "homo_energy_ev": [-0.4, -8.2],
  "symbols": ["H", "H", "O", "H", "H", "O", "H", "H", "O", "H", "H", "O", "H", "H", "O", "H", "O", "H", "O", "H", "H", "O", "H", "H", "O", "H", "H", "O", "H", "H", "O", "H", "O", "H", "H", "O", "H", "H", "O", "H", "H", "O", "H", "H", "O", "H", "H", "O", "H", "H", "O", "H", "O", "H", "H", "O", "H", "O", "H", "H", "O", "H", "H", "O", "H", "H", "O", "H", "H", "O", "H", "H", "O", "H", "H", "O", "H", "H", "O", "H", "H", "O", "H", "H", "O", "H", "H", "O", "H", "O", "H", "H", "O", "H", "H", "H", "H", "H", "H", "O", "H", "H", "O", "H", "H", "O", "H", "H", "O", "H", "H", "O", "H", "H", "O", "H", "H", "O", "H", "H"],
  "xyz": [[4.1991, -1.5281, -0.0050], [2.9758, -2.1848, -0.6436], [3.8546, -2.3675, -0.3011], [5.2597, -3.6393, 0.9792], [3.9508, -3.9281, 0.9475], [4.6119, -3.8651, 1.6605], [2.1338, 3.6423, -4.6663], [1.2617, 3.5646, -3.2006], [2.0838, 3.7699, -3.7043], [1.0681, 0.9454, -4.7963], [2.6476, 0.4663, -5.3142], [2.0435, 1.0098, -4.7967], [5.0132, 2.0741, 3.1564], [5.4133, 1.0930, 1.9694], [5.6652, 1.9113, 2.4020], [-2.6266, -0.6618, -2.4534], [-2.7362, 0.1952, -2.0269], [-3.8757, -0.0504, -3.6501], [-3.7861, 0.3036, -4.5511], [-0.6299, -4.4398, 3.4879], [-0.6672, -3.2030, 2.4551], [-1.1763, -3.8201, 2.9903], [0.1365, 4.8591, 2.8022], [0.7859, 5.7298, 1.6505], [0.7801, 5.5555, 2.5976], [1.2566, -3.9972, -5.4445], [1.6101, -2.8428, -4.4873], [2.0257, -3.4846, -5.0893], [-1.7586, -4.0423, 0.2853], [-2.8411, -4.3431, 1.2723], [-2.4886, -4.6788, 0.4313], [-1.8758, 2.2870, -3.5065], [-1.0164, 2.0614, -3.0833], [0.6954, -1.3462, 2.0119], [1.8147, -1.2704, 2.8580], [1.2846, -0.6487, 2.3277], [-0.1157, -1.2847, -6.4168], [-0.3674, -1.0105, -4.9707], [-0.3098, -1.7607, -5.5679], [-1.7326, 1.0620, 4.2829], [-1.0061, 1.0899, 5.4950], [-1.9413, 0.9337, 5.2341], [3.7531, 2.0507, -1.3496], [3.0666, 3.0128, -2.2380], [3.0653, 2.0624, -2.0229], [0.3168, 2.0880, -1.5023], [-0.0035, 2.9139, -0.1591], [0.4993, 2.1515, -0.5533], [-2.5012, 4.4178, 1.4830], [-3.1242, 4.4564, 2.9198], [-2.9215, 4.9826, 2.1441], [-4.2305, -3.7839, 2.7309], [-4.4115, -4.7324, 2.7937], [4.1405, -2.6665, 3.5479], [4.3058, -1.1792, 2.9248], [4.4037, -1.7544, 3.6766], [-0.9168, 2.6881, 2.3791], [-0.9573, 1.7294, 2.6238], [4.3166, 2.3122, 0.0874], [5.6049, 2.4808, 0.8237], [5.2599, 2.2048, -0.0678], [1.4697, 1.2122, 2.4423], [1.6321, 2.6183, 3.2933], [2.0850, 1.8250, 2.8708], [0.0735, -3.5410, -1.6675], [0.5983, -2.2625, -0.9737], [0.8158, -3.1965, -1.1751], [1.3274, -0.1038, -3.4615], [1.2560, -1.0994, -2.3727], [0.7108, -0.8068, -3.1265], [-3.9303, 1.7500, 1.6105], [-3.8312, 1.1544, 3.1988], [-3.5979, 1.8176, 2.5058], [-1.7169, 2.0888, -6.0493], [-2.1736, 0.7105, -5.3502], [-1.4771, 1.1763, -5.8527], [5.2272, 0.3174, -0.8750], [5.6990, -0.8911, -1.9999], [5.0424, -0.4030, -1.4951], [0.5304, 0.2884, -0.4249], [1.3524, -0.7915, 0.3474], [0.8529, -0.6408, -0.4799], [-3.8173, -2.8539, 5.0129], [-2.3371, -3.3138, 4.2960], [-3.0205, -3.3955, 4.9773], [-4.8524, -2.1716, 0.8599], [-4.6962, -1.1789, 2.2086], [-4.7286, -2.0463, 1.8117], [-0.0376, 3.2895, -6.0874], [0.2810, 3.1891, -5.1635], [-1.8001, -5.1590, -3.4741], [-3.1451, -4.5388, -3.6871], [-2.7195, -5.3054, -3.2547], [-3.6036, -5.2422, 3.1263], [-2.1228, 0.8624, -2.3578], [-1.9100, 1.5240, 2.4034], [-3.7953, -0.4995, -5.1103], [-0.1190, 2.0746, -3.4421], [0.2031, 4.0284, -4.6579], [-1.1676, 5.0726, -2.1922], [-0.3510, 5.6096, -2.0179], [-1.9790, 5.6267, -2.2065], [-4.2254, -0.2372, 4.4845], [-4.8317, -0.5193, 5.1740], [-3.5233, 0.2458, 4.9611], [-1.8727, -1.2483, 2.6733], [-2.0960, -1.5450, 3.5632], [-2.5708, -1.7120, 2.1317], [1.9958, -2.8411, 3.8007], [2.2338, -3.6369, 4.2819], [1.4680, -2.3141, 4.4579], [3.0432, 0.0597, 5.5678], [3.5166, -0.7203, 5.2765], [3.0142, 0.6947, 4.8441], [1.4742, 6.1944, -1.4671], [1.7885, 5.4123, -1.9363], [2.1535, 6.8229, -1.2510], [-5.9912, -2.7894, -0.5594], [-6.1554, -3.6430, -0.1305], [-6.9351, -2.6086, -0.7451]]
}

Run ii
{
  "formula": "H80O40",
  "method": "ωB97M-V/def2-TZVPD",
  "molar_mass_g_mol": 720.6,
  "homo_lumo_gap_ev": [1.62, 9.29],
  "spin_multiplicity": 2,
  "total_charge": -1,
  "e_lumo_ev": [1.5, 1.5],
  "homo_energy_ev": [-0.1, -7.8],
  "symbols": ["H", "H", "O", "H", "H", "O", "H", "H", "O", "H", "H", "O", "H", "H", "O", "H", "O", "H", "O", "H", "H", "O", "H", "H", "O", "H", "H", "O", "H", "H", "O", "H", "O", "H", "H", "O", "H", "H", "O", "H", "H", "O", "H", "H", "O", "H", "H", "O", "H", "H", "O", "H", "O", "H", "H", "O", "H", "O", "H", "H", "O", "H", "H", "O", "H", "H", "O", "H", "H", "O", "H", "H", "O", "H", "H", "O", "H", "H", "O", "H", "H", "O", "H", "H", "O", "H", "H", "O", "H", "O", "H", "H", "O", "H", "H", "H", "H", "H", "H", "O", "H", "H", "O", "H", "H", "O", "H", "H", "O", "H", "H", "O", "H", "H", "O", "H", "H", "O", "H", "H"],
  "xyz": [[-1.9934, 3.8564, -1.0989], [-3.4653, 3.5882, -0.9284], [-2.6568, 3.1263, -1.1536], [2.3342, 1.4500, 0.1201], [3.0667, 1.8374, 1.4027], [2.2138, 1.3961, 1.1097], [3.2754, -0.8728, 0.3092], [3.4302, -0.8607, -1.2538], [2.7262, -1.0615, -0.5102], [-0.0015, 4.3581, -0.7320], [0.9794, 3.9972, -1.8213], [0.5380, 3.5516, -1.2012], [1.5074, -4.3808, 3.6368], [1.4590, -2.9101, 3.4858], [2.0495, -3.6107, 3.4107], [-3.0855, 1.6285, -5.0806], [-3.5053, 0.8285, -5.4407], [4.1154, -1.4672, 3.5903], [3.7833, -1.2437, 4.4400], [-1.0618, -1.7853, -4.8361], [-0.3115, -2.6537, -5.9977], [-0.5739, -1.8471, -5.6535], [1.4116, -0.1250, -2.1010], [1.3675, 0.8201, -3.1638], [1.9337, 0.1670, -2.8509], [1.1348, -1.3152, -4.7743], [1.4056, -2.0858, -6.0998], [1.5864, -2.0813, -5.1102], [-0.1921, -5.5638, 0.7187], [0.0096, -5.7591, -0.6939], [0.4351, -5.1906, 0.0955], [0.5860, 0.6332, 2.2440], [-0.0389, 0.2915, 1.6578], [-3.4089, -4.0336, -0.2497], [-1.8709, -3.8640, -0.1037], [-2.7270, -3.2707, -0.1302], [1.0678, -2.0824, -0.4768], [0.7973, -3.0456, 0.6088], [0.3140, -2.5083, -0.0094], [6.2973, 0.7966, 1.3496], [5.8923, 2.0239, 2.2445], [6.0018, 1.0974, 2.1834], [-2.9220, 5.3666, 3.3364], [-3.1147, 5.5008, 1.8115], [-3.5599, 5.4371, 2.6401], [-1.7517, 3.0933, -3.4359], [-2.2817, 1.7378, -3.1785], [-1.6674, 2.2136, -3.7151], [0.4814, 3.1909, 1.6177], [0.8971, 4.4098, 2.3807], [0.3798, 4.1996, 1.6612], [-4.1087, -0.9362, -1.8224], [-3.9489, -0.6622, -2.7047], [3.5690, -0.5497, -2.8437], [4.0325, -2.1083, -3.1428], [4.3713, -1.2466, -2.9522], [-5.4680, -1.3763, -0.1960], [-5.0500, -1.5177, 0.6414], [2.7023, 1.5191, -2.8898], [3.8861, 2.3081, -3.8876], [3.3854, 2.2536, -3.0599], [-0.6908, 1.2139, 4.9952], [-1.4493, 2.4657, 4.2022], [-0.6440, 1.9501, 4.2433], [4.4121, 3.5738, 1.5183], [4.2233, 3.9124, 2.9186], [3.6576, 3.6290, 2.1702], [-3.3857, -2.8980, 1.4085], [-4.1668, -3.3718, 2.5408], [-3.2805, -3.0266, 2.3510], [-0.2057, -1.4060, 5.7258], [1.3728, -1.2214, 5.7262], [0.5503, -0.8128, 5.4625], [-1.0705, 5.7269, 1.2628], [-1.1088, 4.2832, 0.9742], [-1.6282, 5.1246, 0.7293], [0.7337, 1.4971, -0.9172], [0.2004, 0.6310, -0.0906], [0.1455, 0.7754, -1.0407], [-1.4761, -2.7085, 2.7926], [-1.8188, -1.3722, 3.4309], [-1.1104, -1.9084, 3.0054], [-4.2911, 0.5024, 3.6039], [-4.1111, -0.8841, 3.0619], [-3.7778, -0.2852, 3.6786], [-5.3498, 2.4853, 2.1633], [-5.8121, 1.1927, 1.8516], [-5.2866, 1.5973, 2.5168], [-0.5987, -0.4792, -2.4047], [-0.8885, -0.5669, -3.2844], [-0.0614, 2.0300, -6.2318], [-0.2466, 1.9079, -4.5989], [0.3465, 1.7330, -5.4236], [-2.9742, -0.4896, -2.7163], [-3.7482, 0.4981, -4.5902], [-4.1621, -1.2421, 0.2912], [4.1883, -1.7967, 5.0544], [-0.4179, -0.5555, 1.8883], [-0.5355, 0.2312, -3.8503], [4.9610, -2.2494, 0.0700], [4.4049, -2.5518, -0.6133], [4.3521, -2.2353, 0.8027], [0.8352, 3.5078, 4.2416], [1.6262, 3.6343, 3.6332], [0.9210, 2.7779, 4.8167], [-2.6269, -0.3404, -0.4668], [-1.7624, -0.2673, -0.9094], [-2.4272, -0.8716, 0.2881], [2.6276, -3.9693, -4.2152], [1.9329, -4.4532, -3.9006], [2.2566, -3.7388, -5.1311], [5.9327, 1.2444, -0.3556], [5.2012, 1.6491, -0.7993], [6.4969, 0.9271, -1.0362], [-1.3147, -3.4198, 5.2828], [-0.7620, -2.6473, 5.0136], [-2.2284, -3.1471, 5.2760], [-4.1206, -3.7964, -2.4019], [-3.7217, -2.9699, -2.2614], [-4.7757, -3.6818, -3.1499]]
}

So which one wins? Going from most stable to least: run i, run ii.

Run i
{
  "formula": "C3H8NO2",
  "method": "ωB97M-V/def2-TZVPD",
  "molar_mass_g_mol": 90.1,
  "homo_lumo_gap_ev": 7.98,
  "total_charge": -1,
  "e_lumo_ev": 4.3,
  "homo_energy_ev": -3.7,
  "symbols": ["C", "O", "H", "H", "H", "C", "C", "N", "O", "H", "H", "H", "H", "H"],
  "xyz": [[2.0232, 0.7122, -0.4030], [0.8114, 1.2423, -0.8866], [2.6405, 1.5501, -0.0521], [1.8439, 0.0287, 0.4410], [2.5593, 0.1505, -1.1817], [-1.6899, 0.0744, 1.0208], [-0.8880, -0.9978, 0.2562], [-0.9108, -0.7976, -1.0665], [-0.2653, -1.8687, 0.9011], [-2.6472, 0.1981, 0.5094], [-1.2223, 1.0633, 1.0028], [-1.8349, -0.1550, 2.0775], [0.1849, 0.4640, -1.1127], [-0.6050, -1.6646, -1.5061]]
}

Run ii
{
  "formula": "C3H8NO2",
  "method": "ωB97M-V/def2-TZVPD",
  "molar_mass_g_mol": 90.1,
  "homo_lumo_gap_ev": 7.82,
  "total_charge": -1,
  "e_lumo_ev": 4.4,
  "homo_energy_ev": -3.5,
  "symbols": ["N", "C", "O", "H", "H", "H", "H", "O", "C", "C", "H", "H", "H", "H"],
  "xyz": [[1.0055, -1.5784, -2.2234], [1.2803, -0.3501, -1.2838], [0.6151, -0.5277, -0.0822], [-0.0168, -1.6281, -2.2206], [1.2972, -2.3759, -1.6593], [2.3693, -0.3813, -1.1058], [1.0622, 0.4962, -1.9157], [-2.8892, 0.5157, 1.3194], [-1.7261, 0.4375, 1.7167], [-0.6179, 1.3248, 1.3776], [-1.5103, -0.3220, 2.4738], [-0.0302, 0.5996, 0.5095], [0.1165, 1.5229, 2.1802], [-0.9558, 2.2668, 0.9139]]
}

Run iii
{
  "formula": "C3H8NO2",
  "method": "ωB97M-V/def2-TZVPD",
  "molar_mass_g_mol": 90.1,
  "homo_lumo_gap_ev": 7.79,
  "total_charge": -1,
  "e_lumo_ev": 4.4,
  "homo_energy_ev": -3.4,
  "symbols": ["C", "N", "C", "O", "H", "H", "H", "H", "H", "C", "O", "H", "H", "H"],
  "xyz": [[-0.3980, -0.2465, -0.7224], [-0.6876, 1.1710, -0.5603], [0.5236, 1.9776, -0.6772], [0.6942, -0.6296, -1.1506], [-1.3203, -0.8018, -0.9314], [-1.0567, 1.2031, 0.3879], [1.2802, 1.7254, 0.0727], [0.2666, 3.0355, -0.5982], [0.9666, 1.7586, -1.6475], [0.2738, -1.6066, 1.6483], [-0.6000, -0.6598, 1.1767], [-0.1430, -2.1544, 2.5129], [0.5567, -2.3641, 0.8911], [1.2377, -1.1738, 1.9834]]
}

So which one wins? Going from most stable to least: run i, run iii, run ii.

Run i
{
  "formula": "C26H17BF5N5O3RhSe",
  "method": "ωB97M-V/def2-TZVPD",
  "molar_mass_g_mol": 735.1,
  "homo_lumo_gap_ev": [6.82, 6.82],
  "total_charge": 1,
  "e_lumo_ev": [-4.7, -4.7],
  "homo_energy_ev": [-11.5, -11.5],
  "symbols": ["Rh", "Se", "N", "C", "C", "C", "C", "C", "N", "C", "C", "N", "C", "C", "C", "C", "C", "N", "H", "H", "H", "H", "H", "H", "C", "C", "C", "C", "C", "C", "C", "F", "C", "C", "C", "O", "C", "C", "N", "C", "C", "O", "O", "H", "H", "H", "H", "H", "H", "H", "H", "H", "H", "H", "F", "B", "F", "F", "F"],
  "xyz": [[1.5839, -0.3830, -1.2216], [7.0259, 4.8344, -1.0342], [7.0323, 3.0643, -1.0801], [5.7969, 2.6515, -1.1236], [5.4085, 1.2524, -1.1432], [6.2975, 0.1747, -1.0798], [5.7988, -1.1076, -1.0930], [4.4254, -1.3106, -1.1816], [3.5784, -0.2939, -1.2567], [4.0466, 0.9756, -1.2121], [3.0428, 2.0193, -1.2126], [1.7533, 1.6021, -1.2539], [0.7843, 2.5085, -1.2406], [1.0416, 3.8703, -1.1725], [2.3474, 4.3107, -1.1373], [3.3773, 3.3714, -1.1644], [4.7946, 3.6993, -1.1328], [5.2486, 4.9202, -1.0898], [7.3595, 0.3687, -1.0111], [6.4535, -1.9652, -1.0480], [4.0030, -2.3081, -1.2023], [-0.2299, 2.1370, -1.2942], [0.2168, 4.5672, -1.1596], [2.5872, 5.3641, -1.0846], [-3.5588, -1.9876, 3.9532], [-4.0957, -1.0580, 2.8730], [-5.4112, -1.5816, 2.3172], [-5.9568, -0.6312, 1.2631], [-4.9368, -0.4347, 0.1755], [-5.3210, -0.1103, -1.1036], [-4.3661, 0.0565, -2.1036], [-4.7701, 0.3889, -3.3336], [-3.0340, -0.1003, -1.8550], [-2.6175, -0.4095, -0.5524], [-1.1938, -0.4947, -0.2717], [-0.3896, -0.3155, -1.2402], [-0.8359, -0.7057, 1.0594], [-1.8220, -0.9170, 1.9979], [-3.1255, -0.8796, 1.7545], [-3.5661, -0.5829, 0.4687], [0.5782, -0.6588, 1.6136], [0.7157, -0.9183, 2.7858], [1.5564, -0.2678, 0.8432], [-4.3639, -2.2131, 4.6499], [-2.7514, -1.5437, 4.5324], [-3.2072, -2.9235, 3.5165], [-4.2731, -0.0684, 3.3057], [-6.1229, -1.6853, 3.1346], [-5.2535, -2.5714, 1.8797], [-6.1876, 0.3378, 1.7164], [-6.8826, -1.0144, 0.8354], [-6.3679, 0.0198, -1.3462], [-2.3010, 0.0147, -2.6393], [-1.4888, -1.1159, 3.0052], [1.5582, -2.3059, -1.3585], [1.5037, -4.3174, -1.0763], [0.6072, -4.5679, -2.0202], [2.8001, -4.4910, -1.3416], [1.1070, -4.2697, 0.1913]]
}

Run ii
{
  "formula": "C26H17BF5N5O3RhSe",
  "method": "ωB97M-V/def2-TZVPD",
  "molar_mass_g_mol": 735.1,
  "homo_lumo_gap_ev": [5.64, 5.75],
  "total_charge": 1,
  "e_lumo_ev": [-5.8, -5.7],
  "homo_energy_ev": [-11.4, -11.4],
  "symbols": ["Rh", "Se", "N", "C", "C", "C", "C", "C", "N", "C", "C", "N", "C", "C", "C", "C", "C", "N", "H", "H", "H", "H", "H", "H", "C", "C", "C", "C", "C", "C", "C", "F", "C", "C", "C", "O", "C", "C", "N", "C", "C", "O", "O", "H", "H", "H", "H", "H", "H", "H", "H", "H", "H", "H", "F", "B", "F", "F", "F"],
  "xyz": [[-0.1709, 0.2205, 0.1181], [-5.3868, -3.4794, 4.2013], [-4.0968, -4.0114, 3.0964], [-3.5268, -2.9307, 2.6345], [-2.4380, -2.9526, 1.6611], [-1.9225, -4.1125, 1.0819], [-0.9552, -3.9948, 0.1050], [-0.4992, -2.7351, -0.2658], [-0.9556, -1.6269, 0.3122], [-1.9147, -1.7315, 1.2606], [-2.3822, -0.4766, 1.8115], [-1.7112, 0.6216, 1.3895], [-2.1384, 1.8198, 1.7787], [-3.2543, 1.9601, 2.6030], [-3.9204, 0.8480, 3.0635], [-3.4670, -0.4141, 2.6685], [-4.0538, -1.6767, 3.1085], [-5.0501, -1.7504, 3.9500], [-2.2983, -5.0763, 1.3976], [-0.5447, -4.8645, -0.3862], [0.2213, -2.6069, -1.0588], [-1.5756, 2.6768, 1.4450], [-3.5719, 2.9574, 2.8692], [-4.7819, 0.9258, 3.7129], [5.5281, -1.9678, -4.8319], [5.6417, -2.6768, -3.4935], [5.6325, -4.1873, -3.6500], [5.8535, -4.8525, -2.3049], [4.8308, -4.3740, -1.3141], [4.4776, -5.1506, -0.2362], [3.5230, -4.7013, 0.6738], [3.2181, -5.4914, 1.7122], [2.8929, -3.5009, 0.5316], [3.2242, -2.6936, -0.5677], [2.5397, -1.4192, -0.7423], [1.6215, -1.1154, 0.0759], [2.9491, -0.6576, -1.8318], [3.9287, -1.1169, -2.6813], [4.5414, -2.2904, -2.5529], [4.2023, -3.1192, -1.4825], [2.3806, 0.7090, -2.1294], [2.8364, 1.3725, -3.0337], [1.4628, 1.0373, -1.2962], [6.2580, -2.4114, -5.5076], [5.7508, -0.9043, -4.7771], [4.5380, -2.1006, -5.2703], [6.5747, -2.3813, -3.0034], [6.4162, -4.4685, -4.3525], [4.6759, -4.4969, -4.0812], [6.8544, -4.6075, -1.9362], [5.8050, -5.9380, -2.3865], [4.9370, -6.1187, -0.0841], [2.1642, -3.1610, 1.2527], [4.2213, -0.4759, -3.4990], [-1.3048, 1.3005, -1.4053], [-0.8313, 2.6700, -1.1163], [-0.0924, 3.1511, -2.1135], [-1.8816, 3.4409, -0.7208], [0.0049, 2.3995, 0.0918]]
}

So which one wins? Going from most stable to least: run i, run ii.